Entry 1:
{
  "formula": "C3H5N2O2S",
  "method": "ωB97M-V with the def2-TZVPD basis set",
  "species": ["O", "N", "C", "C", "N", "S", "C", "O", "H", "H", "H", "H", "H"],
  "positions_angstrom": [[-0.6019, -2.2639, 1.5115], [-0.3607, -1.0416, 1.3567], [-0.1471, -0.5667, -0.0118], [1.2998, -0.4373, -0.5339], [2.2364, 0.3226, -0.2605], [2.4066, 1.5541, 0.8550], [-0.6435, 0.9200, -0.0929], [-1.9561, 1.0020, -0.7043], [-0.6361, -1.2115, -0.7069], [1.5711, -1.1736, -1.3041], [0.1294, 1.3588, -0.7163], [-0.7705, 1.2202, 0.9187], [-2.5275, 0.3170, -0.3113]],
  "forces_ev_per_angstrom": [[0.6, 3.0, -1.0], [-0.2, -2.5, 0.7], [0.1, 1.5, 0.5], [0.1, -2.5, -0.4], [1.5, 1.2, 0.2], [-0.3, 0.1, 0.4], [-1.2, -2.4, -0.5], [0.0, -0.2, -0.2], [-0.6, -0.5, -0.5], [-0.5, -0.1, 0.1], [-0.7, 1.1, 0.2], [0.7, 1.0, 0.7], [0.5, 0.5, -0.1]],
  "e_tot_ev": -21099.42262,
  "gap_ev": [5.77, 5.77],
  "e_lumo_ev": [3.16, 3.16],
  "e_homo_ha": [-0.0961, -0.0961],
  "charge": -1,
  "e_above_lowest_ev": 4.286,
  "smiles": "O=N[C@H](/C=N\\[S-])CO"
}

***

Entry 2:
{
  "formula": "C17H22N2O5S",
  "method": "ωB97M-V with the def2-TZVPD basis set",
  "species": ["C", "O", "C", "C", "C", "C", "C", "C", "N", "C", "O", "N", "C", "C", "C", "C", "O", "O", "C", "C", "S", "C", "C", "O", "C", "H", "H", "H", "H", "H", "H", "H", "H", "H", "H", "H", "H", "H", "H", "H", "H", "H", "H", "H", "H", "H", "H"],
  "positions_angstrom": [[-4.2874, -2.5728, -3.1350], [-2.9310, -2.2215, -3.0180], [-2.5798, -1.2365, -2.1329], [-3.5030, -0.5208, -1.3812], [-3.0967, 0.4951, -0.5351], [-1.7584, 0.8109, -0.4225], [-0.8140, 0.0948, -1.1398], [0.6753, 0.3942, -1.0548], [1.1428, 0.9755, -2.3015], [1.1416, 2.2971, -2.5518], [1.2554, 2.8026, -3.6456], [1.0865, 3.0976, -1.4071], [1.1901, 2.6287, -0.1250], [1.4897, 3.6568, 0.9154], [1.0243, 1.3023, 0.1009], [1.1225, 0.6160, 1.3806], [1.0513, -0.5891, 1.5012], [1.2906, 1.4346, 2.4460], [1.3906, 0.7879, 3.7082], [2.8041, 0.2740, 3.9571], [2.8544, -0.8063, 5.4185], [2.3757, -2.3718, 4.6309], [-1.2123, -0.9324, -2.0017], [-0.1992, -1.5354, -2.6990], [-0.3116, -2.8911, -3.0809], [-4.8913, -1.7357, -3.4995], [-4.6952, -2.9326, -2.1851], [-4.3155, -3.3795, -3.8663], [-4.5546, -0.7425, -1.4628], [-3.8351, 1.0422, 0.0305], [-1.4407, 1.6048, 0.2349], [1.1940, -0.5637, -0.9221], [1.0943, 0.3644, -3.1037], [1.1978, 4.0862, -1.5828], [0.6734, 3.7196, 1.6317], [2.3822, 3.3820, 1.4722], [1.6396, 4.6333, 0.4603], [0.6799, -0.0453, 3.7382], [1.1129, 1.5348, 4.4541], [3.4908, 1.0982, 4.1445], [3.1530, -0.3060, 3.1031], [2.1411, -3.0698, 5.4272], [1.5063, -2.2122, 4.0013], [3.2082, -2.7444, 4.0405], [-0.7018, -3.5035, -2.2654], [0.7048, -3.2078, -3.3166], [-0.9457, -3.0126, -3.9608]],
  "forces_ev_per_angstrom": [[-0.2, -0.1, 0.0], [0.4, 0.3, 0.1], [0.1, -0.1, -0.1], [-0.1, -0.1, -0.1], [0.0, 0.0, 0.0], [0.0, -0.1, 0.0], [0.0, -0.3, -0.1], [-0.1, -0.2, 0.3], [0.2, -0.4, 0.0], [0.2, 0.1, -0.1], [-0.1, 0.2, -0.3], [-0.1, 0.3, 0.0], [0.0, -0.6, 0.3], [0.0, 0.2, 0.0], [0.1, 0.0, -0.4], [0.1, -0.1, 0.2], [0.0, 0.1, 0.0], [0.0, 0.2, -0.3], [0.0, -0.5, 0.4], [-0.2, -0.2, 0.2], [0.0, 0.0, -0.1], [0.2, 0.4, 0.1], [-0.2, 0.1, 0.2], [-0.2, 0.4, 0.0], [0.1, -0.5, -0.2], [0.0, 0.0, 0.0], [0.0, 0.0, 0.0], [-0.1, 0.1, 0.1], [-0.1, -0.1, 0.0], [-0.1, 0.0, 0.0], [0.0, 0.1, 0.1], [-0.1, 0.3, 0.0], [0.0, 0.2, -0.1], [0.0, -0.2, -0.1], [0.0, 0.0, 0.0], [0.0, 0.1, 0.0], [0.0, 0.1, 0.0], [0.1, 0.2, 0.1], [0.0, -0.1, -0.1], [0.0, 0.0, -0.1], [0.0, 0.1, 0.0], [0.0, -0.1, 0.0], [-0.1, -0.1, -0.1], [0.0, -0.1, -0.1], [0.0, 0.0, 0.0], [-0.1, 0.0, 0.0], [0.1, 0.0, 0.1]],
  "e_tot_ev": -42039.38581,
  "gap_ev": 9.01,
  "e_lumo_ev": 0.65,
  "e_homo_ha": -0.3071,
  "e_above_lowest_ev": 1.115,
  "smiles": "COc1cccc([C@H]2NC(=O)NC(C)=C2C(=O)OCCSC)c1OC"
}

***

Entry 3:
{
  "formula": "C49H44N6O2SSbV",
  "method": "ωB97M-V with the def2-TZVPD basis set",
  "species": ["V", "C", "C", "C", "C", "N", "C", "C", "C", "C", "C", "C", "N", "C", "C", "C", "C", "C", "N", "H", "H", "H", "H", "H", "H", "H", "H", "H", "H", "H", "O", "C", "O", "C", "C", "C", "C", "C", "N", "H", "H", "H", "H", "N", "C", "S", "N", "C", "C", "C", "C", "C", "C", "H", "H", "H", "H", "H", "H", "H", "H", "C", "C", "C", "C", "C", "C", "C", "Sb", "C", "C", "C", "C", "C", "C", "C", "C", "C", "C", "C", "C", "C", "C", "H", "H", "H", "H", "H", "H", "H", "H", "H", "H", "H", "H", "H", "H", "H", "H", "H", "H", "H", "H", "H"],
  "positions_angstrom": [[1.4092, -0.1055, -0.1804], [4.0631, -0.3140, -3.7702], [5.2821, -0.5879, -3.1758], [5.3887, -0.5408, -1.7915], [4.2601, -0.2479, -1.0487], [3.0690, 0.0120, -1.6320], [2.9762, -0.0167, -2.9606], [4.2909, 0.0032, 0.4102], [5.4175, 0.1171, 1.2119], [5.2608, 0.6781, 2.4753], [4.0449, 1.2309, 2.8597], [2.9671, 1.0889, 1.9975], [3.0953, 0.3471, 0.8955], [1.7156, 1.8829, 2.0064], [1.4189, 2.8187, 2.9783], [0.3482, 3.6808, 2.7704], [-0.3748, 3.5934, 1.5966], [-0.0317, 2.6168, 0.6720], [0.9858, 1.7797, 0.8717], [3.9443, -0.3185, -4.8441], [6.1497, -0.8203, -3.7787], [6.3366, -0.7262, -1.3071], [2.0037, 0.2303, -3.3733], [6.3972, -0.1702, 0.8601], [6.1185, 0.7684, 3.1284], [3.9673, 1.7978, 3.7758], [2.0154, 2.8919, 3.8763], [0.0989, 4.4224, 3.5177], [-1.2021, 4.2561, 1.3889], [-0.5714, 2.4982, -0.2607], [-0.9399, -1.7855, -3.1051], [-0.1881, -1.5461, -2.1675], [-0.2084, -0.4894, -1.4461], [0.8638, -2.5713, -1.7869], [0.9779, -3.7558, -2.4919], [1.9358, -4.6699, -2.0894], [2.7573, -4.3542, -1.0143], [2.5960, -3.1325, -0.3893], [1.6644, -2.2515, -0.7641], [0.3033, -3.9308, -3.3174], [2.0449, -5.6160, -2.6032], [3.5181, -5.0392, -0.6669], [3.2282, -2.8449, 0.4433], [-1.7695, 0.9652, -3.9801], [-1.2169, 2.1776, -3.8156], [0.2614, 2.3913, -3.0488], [-1.9612, 3.1896, -4.3242], [-1.7022, 4.5800, -4.3680], [-2.7969, 5.4318, -4.2580], [-2.6296, 6.8035, -4.3474], [-1.3631, 7.3372, -4.5359], [-0.2749, 6.4846, -4.6466], [-0.4349, 5.1085, -4.5720], [-1.3172, 0.1289, -3.6236], [-2.5215, 0.8263, -4.6351], [-2.8984, 2.9420, -4.6106], [-3.7858, 5.0151, -4.1004], [-3.4909, 7.4532, -4.2661], [-1.2258, 8.4083, -4.5990], [0.7157, 6.8899, -4.8059], [0.4171, 4.4509, -4.6673], [-3.1393, -2.5172, 3.5974], [-1.8824, -2.0553, 4.2857], [-1.7441, -2.2235, 5.6624], [-0.6020, -1.8078, 6.3313], [0.4366, -1.2138, 5.6312], [0.3165, -1.0410, 4.2606], [-0.8289, -1.4517, 3.5803], [-0.8281, -1.1032, 1.4728], [-2.4430, 0.3330, 1.4449], [-2.4771, 1.0586, 2.6413], [-3.3013, 2.1589, 2.8072], [-4.1036, 2.5708, 1.7517], [-4.0719, 1.8606, 0.5636], [-3.2620, 0.7367, 0.3874], [-3.3632, -0.0124, -0.9135], [-1.3378, -3.0257, 0.6917], [-2.3067, -3.1920, -0.2934], [-2.4877, -4.4143, -0.9248], [-1.6938, -5.4907, -0.5691], [-0.7289, -5.3368, 0.4170], [-0.5313, -4.1179, 1.0613], [0.5204, -4.0400, 2.1390], [-3.7398, -3.1440, 4.2549], [-2.9116, -3.0911, 2.6967], [-3.7494, -1.6629, 3.2958], [-2.5463, -2.6954, 6.2170], [-0.5230, -1.9550, 7.4008], [1.3334, -0.8946, 6.1471], [1.1355, -0.5879, 3.7080], [-1.8496, 0.7654, 3.4751], [-3.3099, 2.6883, 3.7516], [-4.7557, 3.4285, 1.8531], [-4.7051, 2.1718, -0.2594], [-3.6903, 0.6570, -1.7089], [-4.1095, -0.8080, -0.8373], [-2.4135, -0.4440, -1.2132], [-2.9209, -2.3566, -0.5966], [-3.2419, -4.5140, -1.6943], [-1.8254, -6.4511, -1.0509], [-0.1104, -6.1816, 0.6983], [1.2104, -4.8800, 2.0589], [0.0719, -4.0648, 3.1328], [1.1072, -3.1192, 2.0780]],
  "forces_ev_per_angstrom": [[-0.8, -0.4, -0.6], [0.0, 0.0, 0.0], [0.0, 0.0, 0.0], [0.0, -0.2, -0.1], [0.0, 0.1, -0.2], [0.1, 0.0, 0.1], [0.0, 0.0, 0.1], [0.0, 0.0, 0.3], [-0.1, 0.0, 0.1], [0.1, 0.0, 0.0], [0.0, 0.0, -0.1], [0.2, 0.0, 0.1], [0.1, 0.2, 0.0], [-0.1, 0.2, 0.0], [-0.1, 0.0, 0.0], [0.0, 0.0, 0.0], [0.0, 0.0, 0.0], [0.0, -0.1, 0.0], [0.0, -0.1, 0.0], [0.0, 0.0, 0.0], [0.0, 0.0, 0.0], [0.0, 0.0, 0.0], [0.0, 0.0, 0.0], [0.0, 0.0, 0.0], [0.0, 0.0, 0.0], [0.0, 0.0, 0.0], [0.0, 0.0, 0.0], [0.0, 0.0, 0.0], [0.0, 0.0, 0.0], [0.0, 0.0, 0.0], [0.0, 0.1, -0.1], [0.0, 0.0, 0.0], [0.4, 0.0, 0.1], [-0.1, 0.1, -0.1], [0.0, -0.1, 0.1], [0.0, 0.0, 0.0], [0.0, 0.0, -0.1], [-0.1, 0.1, 0.0], [0.1, 0.1, 0.0], [0.0, 0.0, 0.0], [0.0, 0.0, 0.0], [0.0, 0.0, 0.0], [0.0, 0.0, 0.0], [0.0, -0.1, 0.0], [0.1, 0.0, -0.1], [0.0, -0.1, 0.2], [-0.2, 0.0, -0.1], [0.0, 0.1, 0.0], [0.0, 0.0, 0.0], [0.0, 0.0, 0.0], [0.0, 0.0, 0.0], [0.0, 0.0, 0.0], [0.1, 0.0, -0.1], [0.0, 0.0, 0.0], [0.0, 0.0, 0.0], [0.1, 0.0, 0.0], [0.0, 0.0, 0.0], [0.0, 0.0, 0.0], [0.0, 0.0, 0.0], [0.0, 0.0, 0.0], [-0.1, 0.1, 0.0], [0.0, 0.0, 0.0], [0.1, 0.0, -0.1], [0.0, 0.0, -0.1], [0.0, 0.0, 0.0], [0.0, 0.0, 0.1], [-0.1, 0.0, -0.1], [-0.1, -0.1, 0.0], [0.2, 0.2, 0.0], [0.1, -0.1, 0.3], [0.0, 0.0, 0.0], [-0.1, 0.1, -0.1], [0.1, -0.1, 0.1], [0.0, 0.0, 0.0], [-0.1, -0.1, -0.1], [-0.1, 0.1, 0.0], [0.0, 0.0, 0.0], [0.0, 0.1, 0.0], [0.0, 0.0, 0.0], [0.0, 0.0, 0.0], [0.0, 0.0, 0.0], [0.0, 0.0, -0.1], [0.0, 0.0, -0.1], [0.0, 0.0, 0.0], [0.0, 0.0, 0.1], [0.0, 0.0, 0.0], [0.0, 0.0, 0.0], [0.0, 0.0, 0.0], [0.0, 0.0, 0.0], [0.0, 0.0, 0.0], [0.0, 0.0, 0.0], [0.0, 0.0, 0.0], [0.0, 0.0, 0.0], [0.0, 0.0, 0.0], [0.0, 0.0, 0.0], [0.0, 0.1, 0.0], [0.0, 0.0, 0.0], [0.1, -0.2, 0.1], [0.0, 0.0, 0.0], [0.0, 0.0, 0.0], [0.0, 0.0, 0.0], [0.0, 0.0, 0.0], [0.0, 0.0, 0.0], [0.0, 0.0, 0.0]],
  "multiplicity": 4,
  "e_tot_ev": -107622.77180,
  "gap_ev": [6.81, 6.44],
  "e_lumo_ev": [-2.95, -3.34],
  "e_homo_ha": [-0.3587, -0.3595],
  "charge": 1,
  "e_above_lowest_ev": 0.530
}

***

Entry 4:
{
  "formula": "C4H10N2Si2",
  "method": "ωB97M-V with the def2-TZVPD basis set",
  "species": ["C", "C", "C", "C", "N", "N", "Si", "Si", "H", "H", "H", "H", "H", "H", "H", "H", "H", "H"],
  "positions_angstrom": [[3.4158, 0.1875, -0.0228], [-3.4889, 0.7699, 0.1809], [2.3941, -0.6072, -0.2148], [-2.8382, -0.2888, -0.3122], [1.0768, -0.1955, 0.0100], [-1.5501, -0.3443, -0.1000], [-0.3537, -1.4383, 0.1033], [0.6062, 1.4143, 0.0272], [4.3810, -0.3319, -0.0465], [3.5808, 1.2149, 0.2626], [-4.5311, 0.9979, 0.1705], [-2.8266, 1.4620, 0.7242], [2.5403, -1.6407, -0.3613], [-3.3107, -1.0079, -1.0567], [-0.0863, -2.6088, -0.8211], [-0.1050, -2.0114, 1.3086], [0.1815, 2.1207, 1.3239], [0.9141, 2.3074, -1.1759]],
  "forces_ev_per_angstrom": [[3.2, -0.7, -0.1], [0.0, 0.6, 0.6], [-1.5, 1.4, 1.2], [-2.9, 0.5, -1.3], [-0.7, -1.1, -0.6], [4.0, 0.3, -0.1], [1.2, 1.6, -2.3], [-2.2, -0.8, 0.0], [-0.2, 0.3, -0.4], [-1.0, 0.3, 0.1], [-0.5, -0.1, -0.4], [-0.6, -0.2, 0.0], [0.1, -1.0, -0.4], [0.3, 0.6, 1.2], [0.0, 0.5, -0.1], [0.3, -1.2, 2.8], [0.4, -0.4, -1.1], [-0.1, -0.5, 0.9]],
  "e_tot_ev": -23042.03296,
  "gap_ev": 5.85,
  "e_lumo_ev": -1.27,
  "e_homo_ha": -0.2615,
  "e_above_lowest_ev": 2.636
}